A cluster of 12 separate species, C31H86O17 in total at a distorted geometry, computed with ωB97M-V with the def2-TZVPD basis set.

Each line ends with the Mulliken charge.
Cartesian coordinates (Å):
C -0.5962 -7.4193 1.6287  -1.653
C -0.4551 -5.9501 1.2909  0.970
C 0.9486 -5.3702 1.3257  -0.611
O -0.9935 -5.7884 -0.0219  -0.537
H -0.3002 -7.6401 2.6556  0.372
H -0.0138 -8.0072 0.9179  0.368
H -1.6526 -7.6795 1.5697  0.411
H -1.1069 -5.4049 1.9914  -0.008
H 0.9088 -4.2940 1.1488  -0.107
H 1.6152 -5.9674 0.7075  0.292
H 1.3457 -5.4005 2.3536  0.266
H -0.9446 -4.8494 -0.2738  0.136
C 4.5138 -1.2766 -1.0303  -1.007
C 4.9160 -0.8555 -2.4325  0.372
C 4.0763 -1.4782 -3.5516  -0.966
O 5.0405 0.5578 -2.5394  -0.583
H 3.5683 -0.8645 -0.6829  -0.037
H 5.3499 -1.0831 -0.3544  0.379
H 4.4743 -2.3728 -0.9687  0.403
H 5.9536 -1.1461 -2.6366  0.368
H 4.5210 -1.2244 -4.5088  0.312
H 3.0426 -1.1669 -3.3581  -0.027
H 4.0274 -2.5658 -3.4577  0.481
H 4.1591 0.9812 -2.5516  0.224
C 1.3356 3.3793 -4.1006  -1.007
C 2.0571 2.0388 -4.2939  0.666
C 3.2441 2.1768 -5.2414  -1.593
O 2.5027 1.5280 -3.0498  0.129
H 0.4103 3.2233 -3.5469  -0.087
H 1.0897 3.8045 -5.0758  0.540
H 2.0351 4.0547 -3.6083  0.273
H 1.3898 1.3302 -4.8003  0.309
H 4.0103 1.4410 -4.9916  0.264
H 3.7638 3.1382 -5.2133  0.356
H 2.8672 2.0356 -6.2542  0.409
H 1.7537 1.3740 -2.4558  -0.204
C 3.5730 4.0513 2.6558  -1.637
C 2.8134 4.1707 1.3397  0.826
C 3.5424 3.5241 0.1699  -1.287
O 1.5050 3.5817 1.5179  0.000
H 3.6786 3.0167 2.9693  0.281
H 3.0266 4.6397 3.3957  0.390
H 4.5153 4.5935 2.5389  0.458
H 2.6208 5.2391 1.1877  0.118
H 2.9323 3.4605 -0.7326  0.191
H 3.7450 2.4966 0.4877  0.317
H 4.4549 4.0831 -0.0236  0.518
H 1.4125 2.8906 0.8517  -0.232
C -1.4629 4.5488 0.6048  -0.310
C -1.2283 5.4951 -0.5549  -0.302
C 0.1645 5.4048 -1.1103  -0.801
O -2.1782 5.1855 -1.6033  -0.648
H -2.4898 4.5764 0.9776  0.399
H -0.7579 4.6261 1.4295  0.299
H -1.3273 3.5389 0.1948  -0.149
H -1.4392 6.5240 -0.2425  0.522
H 0.3867 6.0322 -1.9739  0.454
H 0.4945 4.3788 -1.2879  -0.169
H 0.8873 5.7828 -0.3769  0.273
H -3.0432 5.4878 -1.3119  0.337
C -0.3735 2.8781 4.6844  -1.466
C -1.6694 2.7504 3.8889  0.699
C -1.5615 1.6481 2.8507  0.392
O -2.7383 2.4303 4.7756  -0.522
H 0.4503 3.1684 4.0220  0.108
H -0.0576 1.9083 5.0777  0.397
H -0.4126 3.6255 5.4782  0.528
H -1.8943 3.7038 3.4014  -0.132
H -0.5965 1.5513 2.3516  -0.100
H -2.2779 1.8436 2.0483  0.024
H -1.7385 0.6685 3.2912  -0.325
H -2.5236 2.6858 5.6746  0.353
C 1.1696 -3.9533 -2.6129  -1.365
C -0.1792 -3.2693 -2.6550  1.340
C -1.2222 -4.0035 -3.4822  -1.501
O -0.6885 -3.3257 -1.2840  0.379
H 1.8292 -3.4121 -1.9198  0.196
H 1.7448 -3.7996 -3.5346  0.434
H 1.0911 -4.9885 -2.2956  0.239
H -0.1120 -2.2467 -3.0380  0.032
H -0.8880 -3.8985 -4.5230  0.437
H -2.2009 -3.5287 -3.4659  0.194
H -1.2452 -5.0567 -3.2124  0.322
H -0.1083 -2.7519 -0.7642  -0.426
O 0.5352 -1.5722 0.9779  -0.301
C 0.2644 -0.2637 0.5276  0.008
C 0.3673 -0.1178 -0.9847  0.460
O 0.2635 1.2732 -1.3085  1.326
H 0.6135 -1.5727 1.9443  -0.009
H -0.7787 0.0126 0.7171  -0.067
H 1.0024 0.4218 0.9598  0.529
H -0.4906 -0.6257 -1.4385  -0.565
H 1.2833 -0.5334 -1.4168  -0.740
H -0.6388 1.4182 -1.6324  -0.265
O 1.1601 -2.3283 3.5775  -0.395
C 2.3397 -1.8808 4.2509  -0.107
C 3.4362 -2.9461 4.2803  -0.608
O 3.3003 -3.7910 5.4410  -0.529
H 0.9201 -3.2257 3.8259  0.185
H 2.6976 -1.0574 3.6295  0.213
H 2.1617 -1.5370 5.2699  0.237
H 4.3739 -2.4056 4.3959  0.375
H 3.4160 -3.5751 3.3912  0.270
H 2.4647 -4.2570 5.3324  0.324
O -4.2443 -1.1243 -0.4762  -0.533
C -3.4848 -1.5179 -1.6350  0.209
C -4.3974 -1.8070 -2.8168  -0.765
O -5.0444 -3.0551 -2.7654  -0.536
H -4.4496 -0.1775 -0.5564  0.448
H -2.8730 -0.6346 -1.8743  -0.374
H -2.8182 -2.3184 -1.3140  0.330
H -3.7915 -1.7973 -3.7280  0.388
H -5.0749 -0.9440 -2.8639  0.361
H -5.2126 -3.2593 -1.8382  0.331
O -3.8832 -2.3087 5.1566  -0.590
C -3.3743 -1.2496 4.3847  -0.195
C -3.5329 -1.4874 2.8845  0.375
O -4.8904 -1.5639 2.4823  -0.607
H -4.5664 -2.7342 4.6252  0.365
H -3.9059 -0.3015 4.5506  0.261
H -2.3230 -1.0649 4.6049  0.115
H -3.0728 -2.4768 2.7263  0.167
H -3.0466 -0.7802 2.2131  -0.156
H -4.9398 -1.4090 1.5340  0.350
O -4.2960 1.6386 -0.3994  -0.346
C -4.4300 2.6464 -1.4412  -0.499
C -3.5172 2.4079 -2.6201  -0.658
O -2.1273 2.4195 -2.2646  -0.493
H -4.8297 1.9932 0.3205  0.200
H -5.4625 2.5634 -1.8093  0.416
H -4.3458 3.6158 -0.9553  0.311
H -3.6412 3.2934 -3.2601  0.348
H -3.6724 1.5047 -3.2023  0.447
H -1.9240 3.2778 -1.8519  0.032

Forces on atoms 1 to 3 (eV/Å):
0.1 0.2 0.1
-0.6 0.3 -0.3
-0.2 -0.2 1.4

HOMO-LUMO gap	9.6257	eV
HOMO level	-9.58	eV
SMILES	CC(C)O.CC(C)O.CC(C)O.CC(C)O.CC(C)O.CC(C)O.CC(C)O.OCCO.OCCO.OCCO.OCCO.OCCO
multiplicity	1
F_max	2.09	eV Å⁻¹

---

A cluster of 3 separate species, C4H13NO2 in total at a distorted geometry, computed with ωB97M-V with the def2-TZVPD basis set.

Each line ends with the Mulliken charge.
Cartesian coordinates (Å):
C 2.3781 -0.2131 0.6342  -1.099
C 2.3269 1.1201 -0.0297  -0.471
C 0.9584 1.4832 -0.4886  -0.521
C -0.2022 1.5026 0.1767  0.192
N -1.4010 2.0291 -0.1825  -0.521
H 2.4696 -0.0443 1.7271  0.277
H 3.0912 -0.8220 0.2561  0.403
H 1.4609 -0.8114 0.3455  0.241
H 2.6470 1.8622 0.6679  0.272
H 3.0587 1.1860 -0.7966  0.359
H 0.8673 1.9085 -1.5650  0.124
H -0.0586 1.1653 1.2304  0.251
H -1.9830 1.7018 0.5040  0.246
H -1.7693 1.9440 -1.1543  0.251
O -1.1479 -0.9208 -2.1972  -0.638
H -0.1377 -1.0389 -1.8317  0.348
H -1.6312 -1.6751 -2.1890  0.285
O -3.4803 -3.3439 1.3672  -0.639
H -4.0070 -2.7801 1.9550  0.325
H -3.4399 -4.2533 1.5705  0.315

Forces on atoms 1 to 3 (eV/Å):
-3.1 0.1 1.5
-0.7 0.3 0.2
-1.3 1.6 -3.4

HOMO-LUMO gap	8.4092	eV
HOMO level	-7.68	eV
SMILES	CC/C=C/N.O.O
multiplicity	1
F_max	7.19	eV Å⁻¹

---

The molecule C8H9NO2 at a distorted geometry, computed with ωB97M-V with the def2-TZVPD basis set.

Each line ends with the Mulliken charge.
Cartesian coordinates (Å):
C 1.9082 -1.1404 -0.0190  -0.620
C -1.6124 -0.4235 -1.0433  0.256
C -1.5190 1.0988 -0.6969  -0.646
C -0.1622 1.6595 -0.1111  -0.567
C 0.4533 0.7818 0.9540  -0.997
C -0.3525 -1.7009 0.9174  -0.753
C 0.4864 -0.6249 0.4262  1.271
C -0.6030 -1.1461 -0.4209  -0.004
N 2.6326 -0.6331 -0.8694  0.229
O -2.5776 -0.7933 -1.5996  -0.547
O 2.9600 0.3495 -1.4866  -0.484
H 2.1376 -2.1838 0.0964  0.327
H -2.1811 1.4762 -1.5036  0.365
H -2.1791 1.1527 0.2267  0.241
H 0.5316 1.6591 -0.9529  0.316
H -0.3819 2.7124 0.1910  0.371
H 1.4559 1.0367 1.3971  0.339
H -0.1966 0.7711 1.9328  0.312
H 0.2995 -2.5352 0.9166  0.252
H -1.0998 -1.5163 1.6450  0.338

Forces on atoms 1 to 3 (eV/Å):
-3.0 -0.9 1.1
0.9 3.3 1.8
-0.9 -1.0 2.0

HOMO-LUMO gap (alpha / beta)	8.0099 / 8.6128	eV
HOMO level (alpha / beta)	-9.22 / -8.96	eV
multiplicity	1
F_max	3.85	eV Å⁻¹

---

The molecule C3H6ClNO4 at a distorted geometry, computed with ωB97M-V with the def2-TZVPD basis set.

Each line ends with the Mulliken charge.
Cartesian coordinates (Å):
C 0.1369 -0.2789 -1.6101  -1.184
C -0.5063 -0.3245 -0.0291  0.325
Cl -1.3784 -1.8597 -0.0203  -0.140
C 0.5050 -0.2268 1.1892  0.116
O 1.3342 0.9097 1.1554  -0.556
O 1.3239 -1.3481 1.3351  -0.503
N -1.4472 0.7441 -0.1372  1.070
O -2.5207 0.4847 -0.5831  -0.540
O -1.0383 1.8522 0.1189  -0.690
H 0.8605 0.5107 -1.4668  0.367
H 0.5833 -1.2471 -1.8915  0.355
H -0.6331 0.2726 -2.2461  0.353
H -0.2054 -0.1086 2.1118  0.286
H 0.7308 1.6386 0.8645  0.388
H 2.2551 -1.0189 1.2092  0.354

Forces on atoms 1 to 3 (eV/Å):
-0.9 1.8 2.3
2.6 -2.8 -3.0
0.1 -0.2 0.8

HOMO-LUMO gap	10.3676	eV
HOMO level	-10.71	eV
SMILES	C[C@@](Cl)(C(O)O)[N+](=O)[O-]
multiplicity	1
F_max	4.87	eV Å⁻¹

---

A structure of composition C30H28CaGeN6S2, computed with ωB97M-V with the def2-TZVPD basis set.

Each line ends with the Mulliken charge.
Cartesian coordinates (Å):
Ca 0.1089 0.4663 0.0448  1.264
N 3.4970 -0.7291 -1.7092  -0.433
C 3.5242 -0.7292 -0.3441  0.366
N 2.4734 -0.5567 0.4140  -0.350
C 2.8390 -0.6112 1.7488  -0.048
C 4.1439 -0.8719 1.9896  -0.333
S 4.9902 -1.0487 0.5037  -0.212
C 1.8054 -0.4026 2.7616  0.145
C 2.0128 -0.0856 4.0583  -0.553
S 0.5026 0.0075 4.8833  -0.238
C -0.3061 -0.3748 3.4064  0.532
N 0.4837 -0.5551 2.3765  -0.495
N -1.6523 -0.5265 3.3562  -0.423
H 2.6800 -0.2941 -2.1098  0.087
H 4.3453 -0.4162 -2.1563  0.322
H 4.6396 -0.9731 2.9390  0.457
H 2.9441 0.1069 4.5608  0.435
H -2.1937 -0.1195 4.0999  0.272
H -2.0672 -0.4618 2.4336  0.177
C -0.1538 2.6926 0.2903  -1.630
Ge 0.8661 3.3789 -1.1195  2.033
C 2.7737 2.8331 -0.8930  0.265
C 3.7042 2.7656 -1.9317  -0.084
C 5.0534 2.5308 -1.6861  -0.855
C 5.5008 2.3635 -0.3827  -0.482
C 4.5932 2.4319 0.6668  -0.578
C 3.2482 2.6601 0.4104  -0.778
C 0.4256 2.8188 -2.9986  -0.219
C 0.9600 1.6701 -3.5826  0.653
C 0.5273 1.1860 -4.8121  -0.535
C -0.4796 1.8537 -5.4935  -0.474
C -1.0323 3.0001 -4.9358  -0.592
C -0.5819 3.4726 -3.7113  -0.584
C 0.9970 5.3547 -1.2882  -0.098
C 0.3452 6.1469 -0.3478  -0.662
C 0.4229 7.5337 -0.4002  -0.502
C 1.1629 8.1505 -1.3983  -0.382
C 1.8266 7.3750 -2.3411  -0.663
C 1.7396 5.9909 -2.2819  0.006
H -1.1926 2.9841 0.0526  0.250
H 3.3781 2.9210 -2.9553  0.371
H 5.7581 2.5036 -2.5099  0.416
H 6.5520 2.1891 -0.1869  0.393
H 4.9376 2.3131 1.6880  0.451
H 2.5372 2.7335 1.2292  0.427
H 1.7673 1.1478 -3.0731  -0.403
H 0.9814 0.3005 -5.2424  0.411
H -0.8238 1.4926 -6.4545  0.376
H -1.8193 3.5283 -5.4610  0.396
H -1.0231 4.3748 -3.2988  0.369
H -0.2191 5.6540 0.4386  0.334
H -0.0924 8.1345 0.3403  0.383
H 1.2218 9.2311 -1.4457  0.362
H 2.4094 7.8505 -3.1212  0.386
H 2.2612 5.3987 -3.0286  0.277
N -3.1064 -1.8914 -0.4336  -0.425
C -3.4999 -0.6205 -0.0887  0.517
C -4.8078 -0.1858 -0.3455  -0.789
C -5.1641 1.0823 0.0481  -0.215
C -4.2371 1.8957 0.6978  -1.186
C -2.9791 1.3871 0.9226  -0.196
N -2.6068 0.1498 0.5361  -0.158
H -3.6429 -2.3733 -1.1332  0.235
H -2.1217 -2.0925 -0.4329  0.172
H -5.5109 -0.8430 -0.8390  0.364
H -6.1664 1.4415 -0.1480  0.379
H -4.4797 2.9008 1.0081  0.455
H -2.2061 1.9720 1.4095  0.837

Forces on atoms 1 to 3 (eV/Å):
-0.2 -0.3 0.5
0.0 -0.1 0.0
-0.1 0.0 -0.1

HOMO-LUMO gap	4.8069	eV
HOMO level	-4.99	eV
multiplicity	1
F_max	0.62	eV Å⁻¹

---

A structure of composition C35H38IrN5O2P2Si2 at a distorted geometry, computed with ωB97M-V with the def2-TZVPD basis set.

Each line ends with the Mulliken spin population.
Cartesian coordinates (Å):
Ir 0.0049 -1.9712 0.5126  0.123
C 2.3254 -4.2254 -0.8241  0.001
Si 2.7693 -2.4867 -1.3302  0.002
C 4.6284 -2.3687 -1.3470  0.000
C 2.1038 -1.9926 -3.0002  0.003
N 2.2072 -1.4108 -0.0307  -0.014
P 1.7289 0.1540 0.0036  -0.003
C 0.0396 -0.1423 0.1605  -0.120
P -1.6438 0.3074 0.0534  -0.018
N -2.1718 -1.1331 0.5273  -0.006
Si -3.5832 -2.0689 -0.0262  -0.001
C -3.5054 -2.6151 -1.8056  0.005
C -3.6602 -3.5256 1.1156  0.000
C -5.0355 -0.9087 0.1452  0.000
C -2.0913 1.5934 1.1927  -0.013
C -2.5353 1.2069 2.4582  0.000
C -2.9402 2.1753 3.3635  0.001
C -2.8972 3.5147 3.0088  -0.001
C -2.4317 3.9044 1.7557  0.000
C -2.0187 2.9490 0.8458  0.001
C -2.1043 0.7822 -1.6060  0.001
C -1.4282 0.1745 -2.6708  0.002
C -1.7777 0.4752 -3.9741  0.000
C -2.8156 1.3668 -4.2206  -0.001
C -3.5128 1.9448 -3.1687  0.000
C -3.1614 1.6567 -1.8577  0.002
C 2.3343 0.9082 1.4999  -0.008
C 1.8644 2.1644 1.8922  0.004
C 2.3859 2.7576 3.0270  0.001
C 3.3763 2.1061 3.7550  -0.001
C 3.8465 0.8610 3.3592  0.000
C 3.3222 0.2499 2.2300  -0.004
C 2.2525 1.2294 -1.3188  -0.005
C 3.6294 1.2545 -1.5657  -0.001
C 4.1231 2.0064 -2.6161  0.000
C 3.2505 2.7401 -3.4137  0.000
C 1.8918 2.7543 -3.1387  0.000
C 1.3876 2.0009 -2.0874  0.000
H 3.0982 -4.9257 -1.1462  -0.001
H 1.3877 -4.5630 -1.2635  -0.001
H 2.2388 -4.2965 0.2631  0.002
H 5.0406 -3.1721 -1.9627  0.000
H 5.0305 -2.4715 -0.3367  0.000
H 4.9670 -1.4184 -1.7671  0.000
H 2.5792 -2.5782 -3.7901  0.000
H 2.2957 -0.9341 -3.1984  -0.001
H 1.0267 -2.1602 -3.0713  -0.002
H -2.6319 -3.2336 -2.0006  -0.003
H -3.4739 -1.7641 -2.4893  0.000
H -4.3900 -3.2133 -2.0387  0.000
H -2.7017 -4.0500 1.1408  0.004
H -4.4182 -4.2417 0.7905  0.001
H -3.9011 -3.2148 2.1343  0.000
H -5.1328 -0.2740 -0.7387  0.000
H -4.9355 -0.2692 1.0259  0.000
H -5.9597 -1.4830 0.2496  0.000
H -2.5714 0.1550 2.7113  0.001
H -3.2817 1.8839 4.3464  0.000
H -3.2228 4.2664 3.7158  0.000
H -2.3985 4.9526 1.4897  0.000
H -1.6572 3.2505 -0.1304  0.000
H -0.6278 -0.5297 -2.4717  0.009
H -1.2402 0.0204 -4.7956  0.000
H -3.0859 1.6076 -5.2404  0.000
H -4.3298 2.6255 -3.3671  0.000
H -3.7086 2.1040 -1.0381  0.000
H 1.0946 2.6683 1.3161  0.000
H 2.0228 3.7245 3.3479  0.000
H 3.7820 2.5730 4.6430  0.000
H 4.6141 0.3618 3.9343  0.000
H 3.6599 -0.7269 1.9084  0.000
H 4.3027 0.6900 -0.9300  0.000
H 5.1870 2.0275 -2.8103  0.000
H 3.6371 3.3076 -4.2499  0.000
H 1.2211 3.3515 -3.7423  0.000
H 0.3276 2.0223 -1.8704  0.001
N 0.4330 -1.6713 2.4108  -0.006
C 0.7309 -1.1968 3.4328  -0.005
C 1.0238 -0.6060 4.6232  0.028
C 0.1468 0.4248 5.0749  -0.004
N -0.5713 1.2670 5.3954  0.011
C 2.1962 -0.9569 5.3506  -0.005
N 3.1447 -1.2384 5.9391  0.011
O -0.6216 -3.7497 -0.4504  0.589
O -0.4844 -2.7339 -1.2480  0.425

Forces on atoms 1 to 3 (eV/Å):
-0.3 4.1 0.2
-0.2 0.0 -0.1
0.7 0.1 0.3

HOMO-LUMO gap (alpha / beta)	5.2590 / 5.0498	eV
HOMO level (alpha / beta)	-10.88 / -10.79	eV
charge	+1
⟨S²⟩	0.79
multiplicity	2
F_max	4.14	eV Å⁻¹

---

How do the records compare in molar mass? In the order shown, they have 731.0, 107.2, 151.2, 155.5, 649.4, 871.1 g mol⁻¹.
How do the records compare in energy? In the order shown, they have -68346.78999, -9941.76015, -14019.97075, -25406.85469, -137129.30002, -85620.29584 eV.
How do the records compare in energy above the lowest of the compared OMol25 structures with the same formula, charge and spin? In the order shown, they have 18.9, 56.2, 159.6, 61.0, 59.3, 34.2 kcal per mole.